[1]
ORCA calculation (ωB97M-V with the def2-TZVPD basis set) on a molecular structure, C2HLiO2Sc in a non-equilibrium geometry.

XYZ file:
```
7
Properties=species:S:1:pos:R:3
O -1.0123 -1.1348 0.3984
C -0.3297 -0.7910 1.2781
Sc 0.0491 -1.7001 -1.6963
Li -1.0019 0.6120 -1.6683
H 0.4318 -0.8183 2.0279
C 0.4833 1.5794 -0.2625
O 1.3796 2.2528 -0.0773
```

Properties
Highest occupied orbital energy (alpha / beta): -0.806 / -0.891 hartree
Molecular weight: 108.9 g/mol
Net charge: +3
E_LUMO (alpha / beta): -16.585 / -16.111 eV
Strongest force on any atom: 0.066 Eh/bohr
Gap between HOMO and LUMO (alpha / beta): 0.1969 / 0.2986 Ha

natural (NBO) population analysis, charges in e, atoms 1 to 4: -0.556 0.640 1.641 0.886

---

[2]
ORCA calculation (ωB97M-V with the def2-TZVPD basis set) on a molecular structure, C42H42CuN6O4S in a non-equilibrium geometry.

XYZ file:
```
96
Properties=species:S:1:pos:R:3
Cu 0.3460 -1.3051 1.3625
C -2.5912 0.0810 1.8964
C -1.5838 0.9028 2.7962
C -0.4131 1.6150 2.2356
C -0.1606 2.9462 2.4166
C 1.1434 3.4072 1.9709
C 2.0105 2.5609 1.3509
C 1.6905 1.1760 1.1813
N 0.4978 0.7888 1.6867
N -2.1848 -1.3335 1.9173
C -2.5635 -2.2560 0.8587
C -1.8775 -2.0099 -0.4537
C -2.5660 -2.1930 -1.6783
C -1.9342 -1.8716 -2.8358
C -0.6053 -1.4504 -2.8019
C 0.0293 -1.4463 -1.5816
N -0.6078 -1.6004 -0.4595
C -2.2824 -1.9623 3.2071
C -0.9751 -2.6552 3.6022
C -1.1736 -3.7166 4.4844
C -0.1347 -4.4301 5.0207
C 1.1542 -4.1687 4.4724
C 1.3213 -3.1739 3.5459
N 0.2306 -2.4713 3.0468
H -1.7507 0.4942 0.0094
H -3.5846 0.3285 2.3416
H -1.1045 0.3374 3.6059
H -2.1075 1.7055 3.3223
H -0.7199 3.6688 2.9436
H 1.4565 4.4475 1.9764
H 3.0427 2.8686 1.1022
H 3.3296 -1.6608 1.8089
H -3.6491 -2.2916 0.6929
H -2.2662 -3.2756 1.2103
H -3.5934 -2.5357 -1.7039
H -2.4842 -1.8235 -3.7524
H -0.0482 -1.2042 -3.6985
H 1.0093 -1.1324 -1.5876
H -3.0539 -2.7235 3.2357
H -2.5196 -1.2110 3.9674
H -2.1669 -3.6999 4.8641
H -0.3536 -5.1185 5.8327
H 1.9752 -4.7484 4.7715
H 2.2871 -2.9686 3.1445
C 6.4047 3.6583 -3.1226
C 5.8601 2.2751 -3.2640
C 4.6726 1.9206 -2.5363
C 4.0633 0.6969 -2.6552
C 4.4983 -0.2606 -3.5099
C 5.6885 0.0012 -4.2126
C 6.3851 1.2208 -4.0614
S 3.8836 -1.8484 -3.6873
O 4.9379 -2.6422 -4.2305
O 2.6095 -1.8420 -4.4173
N 3.7074 -2.1816 -2.0574
C 4.8360 -2.4672 -1.2081
C 4.7108 -1.6132 0.0716
C 3.5132 -2.0805 0.8622
O 2.4302 0.2923 0.7060
O 2.7742 -2.9430 0.4433
H 5.9791 4.2765 -3.8426
H 7.5177 3.6253 -3.1635
H 6.0808 3.9829 -2.1167
H 4.1340 2.5919 -1.8768
H 3.1676 0.5946 -2.0645
H 6.0950 -0.8702 -4.8051
H 7.2762 1.3457 -4.6065
H 2.8832 -2.7803 -1.9044
H 5.7786 -2.2718 -1.6649
H 4.7261 -3.5359 -0.9740
H 4.6244 -0.5937 -0.1819
H 5.5126 -1.6653 0.8525
N -2.6146 0.5278 0.5366
C -3.4647 1.4865 0.0986
C -4.8665 1.3455 0.6743
C -5.5959 0.1666 0.3658
C -6.6825 -0.1579 1.1479
C -7.0802 0.7012 2.2190
C -6.4551 1.9276 2.3936
C -5.4088 2.2557 1.5566
C -3.1984 2.2314 -1.0454
C -4.2378 2.9603 -1.7350
C -3.9240 3.7012 -2.8525
C -2.6138 3.9144 -3.2484
C -1.5651 3.2909 -2.5486
C -1.8653 2.4070 -1.4639
H -5.0849 -0.4324 -0.4402
H -7.1594 -1.0413 0.8584
H -7.9003 0.3568 2.8611
H -6.7527 2.5493 3.1839
H -4.7632 3.1327 1.7896
H -5.2395 2.9335 -1.2042
H -4.7142 4.2469 -3.2922
H -2.4272 4.5318 -4.1211
H -0.5490 3.2621 -2.8516
H -1.0554 1.9257 -0.9829
```

Properties
Multiplicity: 2
Highest occupied orbital energy (alpha / beta): -0.217 / -0.266 hartree
Molecular weight: 790.4 g/mol
Net charge: 0
E_LUMO (alpha / beta): 0.271 / 0.208 eV
Strongest force on any atom: 0.059 Eh/bohr
Gap between HOMO and LUMO (alpha / beta): 0.2272 / 0.2734 Ha

Löwdin population analysis, charges in e, atoms 1 to 4: 0.353 -0.239 -0.059 -0.327

---

[3]
ORCA calculation (ωB97M-V with the def2-TZVPD basis set) on a gas-phase ion, C5H13N2O (charge -1) in a non-equilibrium geometry.

XYZ file:
```
21
Properties=species:S:1:pos:R:3
C 1.0603 -1.7661 -0.7035
N 1.3709 -0.3015 -0.8953
C 0.6278 0.5418 0.0973
C -0.8111 0.9040 -0.4555
C -1.7629 -0.3692 -0.2320
N -2.1205 -0.5357 1.2053
C 1.4253 1.8294 0.3591
O 2.6868 1.7010 0.4491
H 1.0222 -1.9934 -1.7360
H 0.1939 -1.9536 -0.0379
H 1.8009 -2.4322 -0.1981
H 2.3619 -0.0654 -0.6787
H 0.6108 -0.0041 1.0912
H -0.8235 1.2370 -1.4959
H -1.3123 1.6801 0.1468
H -1.3927 -1.4009 -0.4730
H -2.7538 -0.0853 -0.6874
H -2.8880 -1.2305 1.5099
H -1.1944 -0.5595 1.6928
H 1.0143 2.6668 -0.3511
H 0.8840 2.1374 1.3927
```

Properties
Highest occupied orbital energy: -0.094 hartree
Molecular weight: 117.2 g/mol
Net charge: -1
Structure (SMILES): CN[C@@H](C[O-])CCN
E_LUMO: 3.797 eV
Strongest force on any atom: 0.069 Eh/bohr
Gap between HOMO and LUMO: 0.2337 Ha

natural (NBO) population analysis, charges in e, atoms 1 to 4: -0.438 -0.677 -0.087 -0.416

---

[4]
ORCA calculation (ωB97M-V with the def2-TZVPD basis set) on 8 unconnected molecules or ions with the total composition C12H40N4O8 in a non-equilibrium geometry.

XYZ file:
```
64
Properties=species:S:1:pos:R:3
C 1.7218 -4.8303 1.6007
O 0.5814 -4.0059 1.8091
H 2.4796 -4.3000 1.0363
H 2.1716 -5.0585 2.5755
H 1.4510 -5.7940 1.1671
H -0.0417 -4.4032 2.4204
C -5.2137 -1.0399 1.9192
O -5.7958 0.2219 1.6190
H -4.6251 -1.0082 2.8465
H -5.9655 -1.8194 2.0320
H -4.4773 -1.2024 1.1345
H -6.6192 0.3243 2.1018
C 4.0321 1.1190 -0.5777
O 3.9232 2.3056 0.1983
H 5.0102 0.7084 -0.3293
H 3.2401 0.4178 -0.3023
H 3.9356 1.3167 -1.6476
H 3.3063 2.8849 -0.2753
C -0.3433 3.8949 2.4108
O 0.1611 5.0536 3.0466
H -1.0700 3.3760 3.0496
H -0.6867 4.0276 1.3874
H 0.4775 3.1716 2.4111
H -0.4668 5.7737 2.9476
C 1.1313 4.1782 -1.8198
O 1.7711 3.4813 -1.0494
N -0.1752 4.5334 -1.5300
N 1.6245 4.6623 -2.9853
H -0.6568 4.9751 -2.2955
H -0.6646 3.9247 -0.9011
H 1.1136 5.2487 -3.6214
H 2.5493 4.4358 -3.3015
C 3.7311 -1.4754 3.1716
O 4.7493 -1.7163 3.8133
N 2.5025 -1.9339 3.5830
N 3.7038 -0.6815 2.0701
H 2.6227 -2.4817 4.4142
H 1.7284 -1.7763 2.9651
H 4.5432 -0.1805 1.8411
H 2.9341 -0.5304 1.4419
C -1.4332 -1.2232 0.5413
C -0.0619 -0.7865 0.0376
C 0.1389 0.7016 0.2502
O 0.9331 -1.4553 0.8366
H -1.5979 -2.2896 0.3837
H -2.2188 -0.6545 0.0262
H -1.6358 -0.9549 1.5818
H 0.0566 -1.1315 -0.9927
H 0.7876 1.1770 -0.4871
H 0.6607 0.8841 1.1943
H -0.8072 1.2374 0.3450
H 0.6548 -2.3593 1.0619
C -2.6506 -2.5792 -3.0996
C -2.5536 -1.5021 -4.1600
C -1.6815 -0.3475 -3.7129
O -1.9455 -2.0637 -5.3431
H -3.1618 -3.4783 -3.4476
H -3.1862 -2.2050 -2.2213
H -1.6815 -2.9254 -2.7239
H -3.5425 -1.1844 -4.4818
H -0.6122 -0.5759 -3.7526
H -1.8772 0.0763 -2.7252
H -1.7530 0.4756 -4.4337
H -1.2260 -2.6333 -5.0542
```

Properties
Highest occupied orbital energy: -0.335 hartree
Molecular weight: 368.5 g/mol
Net charge: 0
Structure (SMILES): NC(N)=O.NC(N)=O.CC(C)O.CC(C)O.CO.CO.CO.CO
E_LUMO: 0.231 eV
Strongest force on any atom: 0.030 Eh/bohr
Gap between HOMO and LUMO: 0.3438 Ha

natural (NBO) population analysis, charges in e, atoms 1 to 4: -0.250 -0.758 0.203 0.175

---

Question: net charge of number 1 (C2HLiO2Sc)?
Answer: +3